(1)
Formula: C20H15AuN5O4S
Source: the Open Molecules 2025 dataset
Level of theory: ωB97M-V/def2-TZVPD

Atoms and positions in Å:
Au1 1.298 -1.272 -1.556
N1 4.517 1.718 -1.362
C1 3.410 0.998 -1.501
S1 3.623 -0.685 -1.942
N2 2.248 1.579 -1.339
N3 1.157 0.863 -1.341
C2 -0.051 1.362 -1.367
C3 -0.335 2.791 -1.472
C4 0.335 3.722 -0.674
C5 0.000 5.058 -0.754
C6 -0.961 5.486 -1.659
C7 -1.599 4.571 -2.484
C8 -1.307 3.226 -2.380
C9 -1.154 0.421 -1.221
C10 -2.407 0.823 -0.752
C11 -3.378 -0.133 -0.508
C12 -3.090 -1.466 -0.766
C13 -1.835 -1.788 -1.259
N4 -0.900 -0.876 -1.465
H1 5.416 1.303 -1.548
H2 4.458 2.699 -1.145
H3 1.068 3.383 0.041
H4 0.483 5.769 -0.103
H5 -1.214 6.531 -1.723
H6 -2.330 4.898 -3.204
H7 -1.788 2.505 -3.026
H8 -2.599 1.866 -0.559
H9 -4.335 0.157 -0.103
H10 -3.815 -2.242 -0.581
H11 -1.559 -2.807 -1.491
O1 0.941 -5.399 -0.278
C14 0.936 -4.193 -0.238
O2 1.060 -3.380 -1.184
C15 0.686 -3.602 1.197
C16 0.685 -2.241 1.449
C17 0.419 -1.761 2.717
C18 0.163 -2.671 3.732
C19 0.184 -4.036 3.495
C20 0.445 -4.509 2.222
N5 -0.136 -2.177 5.072
O3 -0.196 -0.979 5.210
O4 -0.310 -2.998 5.936
H12 0.899 -1.534 0.657
H13 0.412 -0.701 2.925
H14 -0.006 -4.713 4.313
H15 0.461 -5.568 2.019

Results
**Strongest force on any atom**: 0.0759 Eh/bohr
**Charge**: +1
**Spin multiplicity**: 3
**HOMO-LUMO gap (spin up / spin down)**: 6.566 / 4.212 eV
**HOMO level (spin up / spin down)**: -11.622 / -11.677 eV

Just the Mulliken charges please, in e? Sure, here they are: atom 1 (Au): 0.82, atom 2 (N): -0.35, atom 3 (C): 0.63, atom 4 (S): -0.34, atom 5 (N): -0.95, atom 6 (N): 0.42, atom 7 (C): 0.95, atom 8 (C): 0.02, atom 9 (C): -0.18, atom 10 (C): -0.79, atom 11 (C): -0.41, atom 12 (C): -0.82, atom 13 (C): -0.17, atom 14 (C): 0.44, atom 15 (C): -0.43, atom 16 (C): -0.60, atom 17 (C): -0.64, atom 18 (C): -0.32, atom 19 (N): -0.39, atom 20 (H): 0.22, atom 21 (H): 0.25, atom 22 (H): 0.49, atom 23 (H): 0.42, atom 24 (H): 0.43, atom 25 (H): 0.42, atom 26 (H): 0.55, atom 27 (H): 0.50, atom 28 (H): 0.47, atom 29 (H): 0.44, atom 30 (H): 0.56, atom 31 (O): -0.65, atom 32 (C): 0.35, atom 33 (O): -0.68, atom 34 (C): 0.30, atom 35 (C): 0.26, atom 36 (C): -0.83, atom 37 (C): -0.02, atom 38 (C): -0.44, atom 39 (C): -0.61, atom 40 (N): 1.01, atom 41 (O): -0.62, atom 42 (O): -0.60, atom 43 (H): 0.32, atom 44 (H): 0.50, atom 45 (H): 0.50, atom 46 (H): 0.53

(2)
Formula: C20H15ClF2N6O3S
Source: the Open Molecules 2025 dataset
Level of theory: ωB97M-V/def2-TZVPD

Atoms and positions in Å:
O1 -4.950 -0.562 1.094
O2 -5.692 1.738 1.470
F1 -1.557 0.447 2.793
F2 -5.109 3.293 -1.177
Cl1 -6.070 -1.809 -3.962
N1 5.163 -3.380 -2.294
N2 3.941 -2.832 -2.678
N3 2.136 -1.595 -1.436
O3 5.311 -0.780 1.129
C1 5.416 -2.803 -1.120
C2 3.394 -2.116 -1.686
C3 1.961 -0.774 -0.454
C4 4.341 -2.041 -0.645
C5 4.217 -1.068 0.298
C6 -5.529 2.120 -3.116
C7 -5.679 0.879 -3.851
C8 -0.440 -0.038 -1.141
C9 0.026 -0.310 1.184
C10 -1.663 0.528 -0.789
C11 -5.596 -0.274 -1.712
C12 -1.235 0.230 1.479
C13 -5.285 2.105 -1.776
C14 -5.761 -0.290 -3.112
C15 0.555 -0.412 -0.120
C16 -2.140 0.651 0.505
C17 -5.243 0.939 -1.087
N4 2.991 -0.451 0.399
N5 3.346 0.809 3.039
N6 -3.244 1.437 0.763
C18 4.014 -0.474 3.203
C19 4.549 1.293 2.331
C20 5.137 -0.085 2.308
S1 -4.929 0.831 0.680
H1 6.195 -3.225 -0.412
H2 -5.457 3.059 -3.515
H3 -5.856 0.774 -4.931
H4 0.025 0.025 -2.118
H5 0.541 -0.602 2.070
H6 -2.248 0.991 -1.582
H7 -5.628 -1.238 -1.128
H8 2.765 0.073 1.236
H9 3.191 1.271 3.973
H10 -3.260 1.863 1.666
H11 3.259 -1.159 2.823
H12 4.412 -0.668 4.238
H13 4.430 1.753 1.365
H14 5.174 1.964 2.921
H15 6.082 -0.090 2.873

Results
**Strongest force on any atom**: 0.0742 Eh/bohr
**Charge**: 0
**ΔE to the lowest compared entry with this formula, charge and spin**: 25.9 kcal/mol
**HOMO-LUMO gap**: 8.016 eV
**HOMO level**: -8.372 eV

Just the Mulliken charges please, in e? Sure, here they are: atom 1 (O): -0.67, atom 2 (O): -0.67, atom 3 (F): -0.33, atom 4 (F): -0.29, atom 5 (Cl): -0.21, atom 6 (N): -0.52, atom 7 (N): -0.55, atom 8 (N): -0.54, atom 9 (O): -0.37, atom 10 (C): -0.71, atom 11 (C): -0.03, atom 12 (C): 0.27, atom 13 (C): 0.93, atom 14 (C): 0.44, atom 15 (C): -0.50, atom 16 (C): -0.61, atom 17 (C): -1.26, atom 18 (C): -0.83, atom 19 (C): -0.01, atom 20 (C): -0.37, atom 21 (C): 0.44, atom 22 (C): 0.59, atom 23 (C): 0.31, atom 24 (C): 0.66, atom 25 (C): 0.30, atom 26 (C): -0.22, atom 27 (N): -0.05, atom 28 (N): -0.53, atom 29 (N): -0.38, atom 30 (C): -0.68, atom 31 (C): -0.68, atom 32 (C): 0.15, atom 33 (S): 1.33, atom 34 (H): 0.34, atom 35 (H): 0.52, atom 36 (H): 0.39, atom 37 (H): 0.40, atom 38 (H): 0.49, atom 39 (H): 0.40, atom 40 (H): 0.41, atom 41 (H): 0.19, atom 42 (H): 0.34, atom 43 (H): 0.40, atom 44 (H): 0.28, atom 45 (H): 0.38, atom 46 (H): 0.28, atom 47 (H): 0.37, atom 48 (H): 0.44

(3)
Formula: C20H15N3O4S5SbW
Source: the Open Molecules 2025 dataset
Level of theory: ωB97M-V/def2-TZVPD

Atoms and positions in Å:
W1 0.382 -0.026 0.289
S1 3.222 1.962 3.267
Sb1 3.058 -0.077 2.391
S2 0.605 -0.598 2.544
S3 2.502 0.376 -0.141
O1 -0.108 1.439 -3.474
C1 -0.085 1.228 -2.288
O2 -0.095 0.058 -1.710
C2 -0.098 2.398 -1.314
C3 -0.136 3.700 -1.823
C4 -0.162 4.737 -0.937
C5 -0.177 4.485 0.449
C6 -0.221 5.535 1.396
C7 -0.244 5.258 2.730
C8 -0.231 3.920 3.171
C9 -0.189 2.882 2.286
C10 -0.151 3.145 0.902
N1 -0.098 2.121 -0.020
H1 -0.135 3.827 -2.895
H2 -0.180 5.763 -1.285
H3 -0.235 6.556 1.036
H4 -0.271 6.060 3.455
H5 -0.239 3.708 4.232
H6 -0.169 1.863 2.634
O3 -4.067 0.713 0.356
C11 -4.467 -0.564 0.179
C12 -5.843 -0.785 0.101
C13 -6.336 -2.058 -0.079
C14 -5.470 -3.146 -0.185
C15 -4.112 -2.931 -0.113
C16 -3.585 -1.647 0.067
C17 -2.123 -1.466 0.125
O4 -1.669 -0.285 0.482
N2 -1.346 -2.459 -0.166
N3 0.009 -2.138 -0.033
C18 0.777 -3.172 -0.044
S4 2.508 -3.051 0.057
C19 2.722 -4.799 0.490
C20 1.707 -5.590 -0.307
S5 0.097 -4.772 -0.128
H7 -3.100 0.704 0.467
H8 -6.499 0.071 0.188
H9 -7.407 -2.211 -0.134
H10 -5.858 -4.146 -0.322
H11 -3.419 -3.757 -0.198
H12 2.558 -4.917 1.560
H13 3.747 -5.077 0.250
H14 1.604 -6.604 0.077
H15 1.973 -5.631 -1.363

Results
**Strongest force on any atom**: 0.0277 Eh/bohr
**Charge**: 0
**Spin multiplicity**: 2
**ΔE to the lowest compared entry with this formula, charge and spin**: 11.7 kcal/mol
**HOMO-LUMO gap (spin up / spin down)**: 5.070 / 6.423 eV
**HOMO level (spin up / spin down)**: -7.002 / -7.942 eV

Just the Mulliken charges please, in e? Sure, here they are: atom 1 (W): 0.97, atom 2 (S): -0.59, atom 3 (Sb): 0.51, atom 4 (S): -0.39, atom 5 (S): -0.31, atom 6 (O): -0.66, atom 7 (C): 0.40, atom 8 (O): -0.72, atom 9 (C): 0.78, atom 10 (C): -0.93, atom 11 (C): -0.63, atom 12 (C): 1.19, atom 13 (C): -0.86, atom 14 (C): -0.61, atom 15 (C): -0.82, atom 16 (C): -0.43, atom 17 (C): 0.32, atom 18 (N): 0.25, atom 19 (H): 0.57, atom 20 (H): 0.44, atom 21 (H): 0.39, atom 22 (H): 0.40, atom 23 (H): 0.44, atom 24 (H): 0.28, atom 25 (O): -0.69, atom 26 (C): 0.39, atom 27 (C): -0.69, atom 28 (C): -0.31, atom 29 (C): -0.79, atom 30 (C): -0.43, atom 31 (C): 0.09, atom 32 (C): 1.10, atom 33 (O): -0.77, atom 34 (N): -0.74, atom 35 (N): 0.28, atom 36 (C): 0.30, atom 37 (S): 0.02, atom 38 (C): -0.64, atom 39 (C): -0.59, atom 40 (S): 0.01, atom 41 (H): 0.39, atom 42 (H): 0.44, atom 43 (H): 0.38, atom 44 (H): 0.40, atom 45 (H): 0.47, atom 46 (H): 0.30, atom 47 (H): 0.40, atom 48 (H): 0.40, atom 49 (H): 0.31

(4)
Formula: C20H16BCl2F3O
Source: the Open Molecules 2025 dataset
Level of theory: ωB97M-V/def2-TZVPD

Atoms and positions in Å:
C1 -5.510 1.341 0.209
C2 -4.440 0.351 0.165
C3 -4.458 -1.001 0.346
C4 -3.140 -1.516 0.161
C5 -2.524 -0.498 -0.610
B1 -0.639 1.020 2.381
F1 -1.189 -0.119 2.758
F2 -1.604 -0.566 -1.513
F3 -1.540 1.918 1.847
O1 -3.148 0.682 -0.365
H1 -6.523 0.891 0.291
H2 -5.331 1.917 1.117
H3 -5.501 1.985 -0.663
H4 -5.285 -1.703 0.380
H5 -2.825 -2.539 0.143
Cl1 2.835 2.366 5.701
C6 1.979 1.955 4.239
C7 1.367 2.992 3.477
C8 0.904 2.724 2.210
C9 0.789 1.352 1.673
C10 0.092 0.786 0.269
C11 0.979 -0.003 -0.446
C12 1.288 0.031 -1.832
C13 2.026 -0.980 -2.564
C14 1.997 -1.089 -4.004
C15 2.761 -2.016 -4.684
C16 3.634 -2.875 -3.987
Cl2 4.544 -4.055 -4.816
C17 3.505 -2.945 -2.586
C18 2.751 -2.009 -1.898
C19 1.456 0.365 2.517
C20 1.944 0.636 3.758
H6 1.218 3.976 3.945
H7 0.459 3.536 1.644
H8 -0.431 1.622 -0.306
H9 1.745 -0.486 0.156
H10 1.068 0.921 -2.453
H11 1.371 -0.395 -4.596
H12 2.790 -2.054 -5.781
H13 4.090 -3.700 -2.052
H14 2.759 -1.979 -0.797
H15 1.452 -0.675 2.174
H16 2.286 -0.166 4.390

Results
**Strongest force on any atom**: 0.1077 Eh/bohr
**Charge**: 0
**HOMO-LUMO gap**: 4.606 eV
**HOMO level**: -6.225 eV

Just the Mulliken charges please, in e? Sure, here they are: atom 1 (C): -1.17, atom 2 (C): 0.62, atom 3 (C): -0.62, atom 4 (C): -0.59, atom 5 (C): 0.60, atom 6 (B): 0.59, atom 7 (F): -0.23, atom 8 (F): -0.20, atom 9 (F): -0.29, atom 10 (O): -0.31, atom 11 (H): 0.33, atom 12 (H): 0.25, atom 13 (H): 0.29, atom 14 (H): 0.35, atom 15 (H): 0.46, atom 16 (Cl): -0.17, atom 17 (C): 0.53, atom 18 (C): -0.74, atom 19 (C): -0.41, atom 20 (C): 0.94, atom 21 (C): -1.07, atom 22 (C): 0.50, atom 23 (C): -0.98, atom 24 (C): 0.88, atom 25 (C): -0.49, atom 26 (C): -0.45, atom 27 (C): 0.21, atom 28 (Cl): -0.23, atom 29 (C): -0.59, atom 30 (C): -0.36, atom 31 (C): -0.23, atom 32 (C): -0.97, atom 33 (H): 0.38, atom 34 (H): 0.40, atom 35 (H): 0.34, atom 36 (H): 0.09, atom 37 (H): 0.27, atom 38 (H): 0.30, atom 39 (H): 0.34, atom 40 (H): 0.34, atom 41 (H): 0.24, atom 42 (H): 0.44, atom 43 (H): 0.42

Which of these has the highest charge?
C20H15AuN5O4S

Which of these has the highest strongest force on any atom?
C20H16BCl2F3O

Please write out number 1 again, unchanged.
Formula: C20H15AuN5O4S
Source: the Open Molecules 2025 dataset
Level of theory: ωB97M-V/def2-TZVPD

Atoms and positions in Å:
Au1 1.298 -1.272 -1.556
N1 4.517 1.718 -1.362
C1 3.410 0.998 -1.501
S1 3.623 -0.685 -1.942
N2 2.248 1.579 -1.339
N3 1.157 0.863 -1.341
C2 -0.051 1.362 -1.367
C3 -0.335 2.791 -1.472
C4 0.335 3.722 -0.674
C5 0.000 5.058 -0.754
C6 -0.961 5.486 -1.659
C7 -1.599 4.571 -2.484
C8 -1.307 3.226 -2.380
C9 -1.154 0.421 -1.221
C10 -2.407 0.823 -0.752
C11 -3.378 -0.133 -0.508
C12 -3.090 -1.466 -0.766
C13 -1.835 -1.788 -1.259
N4 -0.900 -0.876 -1.465
H1 5.416 1.303 -1.548
H2 4.458 2.699 -1.145
H3 1.068 3.383 0.041
H4 0.483 5.769 -0.103
H5 -1.214 6.531 -1.723
H6 -2.330 4.898 -3.204
H7 -1.788 2.505 -3.026
H8 -2.599 1.866 -0.559
H9 -4.335 0.157 -0.103
H10 -3.815 -2.242 -0.581
H11 -1.559 -2.807 -1.491
O1 0.941 -5.399 -0.278
C14 0.936 -4.193 -0.238
O2 1.060 -3.380 -1.184
C15 0.686 -3.602 1.197
C16 0.685 -2.241 1.449
C17 0.419 -1.761 2.717
C18 0.163 -2.671 3.732
C19 0.184 -4.036 3.495
C20 0.445 -4.509 2.222
N5 -0.136 -2.177 5.072
O3 -0.196 -0.979 5.210
O4 -0.310 -2.998 5.936
H12 0.899 -1.534 0.657
H13 0.412 -0.701 2.925
H14 -0.006 -4.713 4.313
H15 0.461 -5.568 2.019

Results
**Strongest force on any atom**: 0.0759 Eh/bohr
**Charge**: +1
**Spin multiplicity**: 3
**HOMO-LUMO gap (spin up / spin down)**: 6.566 / 4.212 eV
**HOMO level (spin up / spin down)**: -11.622 / -11.677 eV

Just the Mulliken charges please, in e? Sure, here they are: atom 1 (Au): 0.82, atom 2 (N): -0.35, atom 3 (C): 0.63, atom 4 (S): -0.34, atom 5 (N): -0.95, atom 6 (N): 0.42, atom 7 (C): 0.95, atom 8 (C): 0.02, atom 9 (C): -0.18, atom 10 (C): -0.79, atom 11 (C): -0.41, atom 12 (C): -0.82, atom 13 (C): -0.17, atom 14 (C): 0.44, atom 15 (C): -0.43, atom 16 (C): -0.60, atom 17 (C): -0.64, atom 18 (C): -0.32, atom 19 (N): -0.39, atom 20 (H): 0.22, atom 21 (H): 0.25, atom 22 (H): 0.49, atom 23 (H): 0.42, atom 24 (H): 0.43, atom 25 (H): 0.42, atom 26 (H): 0.55, atom 27 (H): 0.50, atom 28 (H): 0.47, atom 29 (H): 0.44, atom 30 (H): 0.56, atom 31 (O): -0.65, atom 32 (C): 0.35, atom 33 (O): -0.68, atom 34 (C): 0.30, atom 35 (C): 0.26, atom 36 (C): -0.83, atom 37 (C): -0.02, atom 38 (C): -0.44, atom 39 (C): -0.61, atom 40 (N): 1.01, atom 41 (O): -0.62, atom 42 (O): -0.60, atom 43 (H): 0.32, atom 44 (H): 0.50, atom 45 (H): 0.50, atom 46 (H): 0.53